No. 1
C16H43NO9 | the ωB97M-V functional and the def2-TZVPD basis

Computed properties:
* molar mass: 393.52 g mol⁻¹
* HOMO-LUMO gap: 9.603 eV
* spin multiplicity: 1
* structure (SMILES): CC(N)=O.CCCCCC.OCCO.OCCO.OCCO.OCCO
* total charge: 0
* strongest force on any atom: 3.2 eV Å⁻¹
* DFT total energy: -37203.370 eV

Last column: Löwdin charge in e.
Element x y z (Å)
C 14.2273 0.9900 16.3158  0.040
C 14.6703 2.3741 16.8864  -0.576
N 13.8875 3.4248 16.7310  0.188
O 15.6315 2.5366 17.5866  0.032
H 14.4031 0.1766 17.0197  0.080
H 14.6255 0.6768 15.3507  0.061
H 13.1449 1.0690 16.2144  0.060
H 12.9741 3.3255 16.3115  0.071
H 14.2086 4.2194 17.2654  0.112
C 15.3523 -0.5932 12.4449  -0.109
C 16.5037 -0.2777 11.4661  -0.260
C 16.1913 0.7917 10.4270  -0.239
C 17.2206 0.9152 9.2900  -0.243
C 16.8382 1.9909 8.3063  -0.268
C 18.0652 2.4845 7.5254  -0.126
H 15.6198 -1.4796 13.0200  0.070
H 14.4818 -0.8886 11.8591  0.063
H 14.9319 0.2277 13.0259  0.054
H 17.3813 -0.1147 12.0918  0.104
H 16.7901 -1.1159 10.8309  0.102
H 16.0354 1.8163 10.7648  0.109
H 15.2891 0.4791 9.9013  0.113
H 18.1702 1.1962 9.7455  0.111
H 17.3842 -0.0893 8.8998  0.114
H 16.1311 1.7069 7.5269  0.105
H 16.2946 2.8093 8.7783  0.104
H 18.8435 2.9885 8.0985  0.068
H 18.6247 1.7591 6.9348  0.068
H 17.7339 3.1375 6.7180  0.062
O 16.8218 0.2894 18.6440  -0.061
C 16.4330 0.4690 19.9714  -0.307
C 16.8052 -0.5455 20.9703  -0.258
O 16.3219 -0.2021 22.2750  -0.054
H 16.6423 1.1264 18.2096  0.030
H 16.7243 1.4778 20.2639  0.125
H 15.3547 0.6180 20.0282  0.109
H 17.8591 -0.8070 20.8754  0.122
H 16.3664 -1.4860 20.6370  0.116
H 16.7908 -0.6598 22.9766  0.082
O 9.2623 2.1273 13.8929  -0.047
C 9.5719 1.6128 15.1933  -0.224
C 10.0462 2.7085 16.1574  -0.269
O 10.9884 3.6313 15.7341  -0.066
H 9.9786 2.7054 13.6201  0.074
H 8.7886 0.9830 15.6152  0.119
H 10.2195 0.7388 15.2633  0.104
H 10.5515 2.2628 17.0142  0.110
H 9.2405 3.2628 16.6388  0.120
H 10.4335 4.3075 15.3385  0.099
O 14.5461 8.6061 20.6945  -0.078
C 15.4026 7.5742 21.2801  -0.215
C 14.7263 6.2046 21.1062  -0.195
O 14.8585 5.8210 19.6907  -0.094
H 14.1653 9.0297 21.4672  0.076
H 16.4349 7.5470 20.9311  0.118
H 15.5018 7.8709 22.3242  0.112
H 13.6788 6.2567 21.4032  0.101
H 15.1023 5.4532 21.8006  0.116
H 15.1180 6.5311 19.0991  0.077
O 10.7650 5.8805 20.0880  -0.081
C 10.6644 4.4588 20.0104  -0.205
C 12.1197 3.9745 20.0002  -0.221
O 12.1540 2.5928 19.5760  -0.092
H 11.4537 6.2711 19.5450  0.075
H 10.1854 4.1667 20.9449  0.125
H 10.1422 4.1208 19.1153  0.107
H 12.5288 3.9258 21.0094  0.121
H 12.7171 4.5815 19.3200  0.089
H 12.9950 2.1306 19.6032  0.070



No. 2
C16H44AsF6N4O4Zn | the ωB97M-V functional and the def2-TZVPD basis

Computed properties:
* molar mass: 610.85 g mol⁻¹
* HOMO-LUMO gap (alpha / beta): 10.488 / 4.017 eV
* spin multiplicity: 2
* ⟨S²⟩: 0.76
* total charge: +2
* strongest force on any atom: 5.0 eV Å⁻¹
* DFT total energy: -157001.350 eV

Last column: Mulliken spin population.
Element x y z (Å)
Zn -0.3634 -0.0537 0.3250  0.244
As -1.3927 3.5105 0.5107  0.000
F -0.3170 3.5627 1.9232  0.000
F 0.0834 3.7675 -0.5572  0.001
F -2.4017 3.3629 -0.9286  0.001
F -2.8217 3.2370 1.5224  0.001
F -1.6659 5.3066 0.6367  0.000
F -1.0798 1.7363 0.4284  -0.015
C -1.7478 -0.1823 4.2625  0.019
C -1.1064 0.2083 2.9002  -0.013
C 0.3656 0.6443 3.0170  -0.002
O 0.8660 1.1220 1.7458  0.015
C 2.0455 1.9464 2.0394  -0.004
N -1.2485 -0.8930 1.9477  0.080
H -0.9853 -0.2953 5.0331  0.000
H -2.2613 -1.1438 4.2623  0.000
H -2.5422 0.4916 4.5833  0.001
H -1.7130 1.0681 2.6158  0.002
H 1.0455 -0.1303 3.3715  0.003
H 0.3875 1.4230 3.7794  -0.001
H 2.9421 1.4330 2.3867  0.000
H 1.8522 2.7595 2.7390  0.006
H 2.4638 2.4490 1.1673  0.002
H -2.2543 -0.9671 1.8928  -0.006
H -1.1131 -1.6583 2.5927  0.000
C 2.6226 -3.4119 1.1590  0.014
C 2.3246 -1.8808 1.0249  -0.003
C 3.4355 -1.0640 0.2070  -0.002
O 3.2990 0.2969 0.0779  0.023
C 4.4004 1.1308 -0.3643  -0.002
N 1.0295 -1.8146 0.3470  0.071
H 2.4082 -3.9414 0.2307  0.000
H 1.9771 -3.8708 1.9079  -0.001
H 3.6159 -3.7511 1.4530  0.002
H 2.2090 -1.4550 2.0216  0.001
H 3.5454 -1.4642 -0.8009  0.001
H 4.3534 -1.2999 0.7455  0.001
H 4.6761 0.7842 -1.3603  0.001
H 5.1898 1.0374 0.3815  0.002
H 4.1685 2.1956 -0.3849  0.000
H 1.1393 -2.3944 -0.4726  -0.002
H 0.4135 -2.3917 0.9016  -0.001
C 1.5418 1.9649 -3.2014  0.087
C 0.8299 0.8025 -2.5010  -0.049
C 1.3386 -0.5101 -3.0681  -0.008
O 0.5992 -1.7302 -2.6096  -0.005
C 0.8798 -2.8958 -3.3857  0.000
N 0.8536 0.8940 -1.0927  0.385
H 1.1506 2.8678 -2.7324  -0.007
H 1.5174 1.9488 -4.2910  0.009
H 2.6024 2.0568 -2.9675  -0.003
H -0.2081 0.9819 -2.7810  0.041
H 2.3686 -0.6689 -2.7487  0.000
H 1.3677 -0.5954 -4.1544  0.002
H 1.9690 -2.9338 -3.3644  0.000
H 0.3501 -2.9400 -4.3373  0.000
H 0.6467 -3.7783 -2.7899  0.000
H 1.8193 0.8526 -0.7995  -0.018
H 0.6162 1.8688 -0.9762  -0.010
C -3.1149 -1.0221 -2.8521  0.033
C -2.7196 -0.4381 -1.5399  -0.022
C -3.9325 -0.3960 -0.5346  -0.002
O -3.5145 0.2090 0.6838  0.004
C -4.6179 0.6220 1.5228  0.000
N -1.5651 -1.0472 -0.9903  0.118
H -3.5467 -0.2325 -3.4671  -0.001
H -3.9811 -1.6680 -2.7087  0.001
H -2.3830 -1.6378 -3.3749  -0.002
H -2.3311 0.5147 -1.8996  0.009
H -4.3915 -1.3589 -0.3106  0.000
H -4.6682 0.2595 -1.0007  0.000
H -4.9792 1.6503 1.5407  0.000
H -4.1349 0.3985 2.4741  0.000
H -5.3749 -0.1620 1.5119  0.000
H -0.9862 -1.3003 -1.7783  -0.005
H -1.8464 -1.9863 -0.7472  -0.001



No. 3
C16H44MgN3O5 | the ωB97M-V functional and the def2-TZVPD basis

Computed properties:
* molar mass: 382.85 g mol⁻¹
* HOMO-LUMO gap: 7.728 eV
* spin multiplicity: 1
* total charge: +1
* strongest force on any atom: 3.0 eV Å⁻¹
* DFT total energy: -37452.718 eV

Last column: Löwdin charge in e.
Element x y z (Å)
Mg -9.6912 -1.7832 15.6497  0.562
C -11.7483 -2.8119 19.3292  -0.101
C -10.4365 -2.1729 18.9387  -0.414
O -10.2790 -2.1142 17.5435  -0.353
H -11.7575 -3.8627 19.0394  0.063
H -12.6673 -2.3138 19.0200  0.060
H -11.8514 -2.8080 20.4143  0.067
H -9.6216 -2.7310 19.3997  0.086
H -10.2957 -1.2150 19.4394  0.091
C -10.4325 -5.7480 16.3925  -0.067
C -11.0278 -4.6385 15.5611  -0.269
O -9.9323 -3.7808 15.2451  -0.113
H -11.2338 -6.2524 16.9324  0.086
H -9.7356 -5.3563 17.1335  0.084
H -9.9298 -6.5068 15.7928  0.079
H -11.7412 -4.1463 16.2220  0.110
H -11.6335 -5.1092 14.7868  0.129
H -9.6003 -4.2266 14.4624  0.112
C -10.9192 2.4863 16.4001  -0.047
C -9.8487 1.7957 15.5989  -0.390
C -8.5162 2.7058 15.5866  -0.185
O -7.3433 2.0087 15.2714  -0.204
C -6.1713 2.8402 15.1961  -0.072
N -9.6272 0.4850 16.1672  0.036
H -11.3443 3.1782 15.6730  0.088
H -10.5047 3.0440 17.2399  0.093
H -11.8458 1.9670 16.6448  0.089
H -10.0890 1.5524 14.5639  0.112
H -8.4072 3.2354 16.5329  0.121
H -8.7442 3.4784 14.8523  0.127
H -6.1376 3.5374 14.3589  0.095
H -5.3553 2.1236 15.1027  0.084
H -6.0168 3.2817 16.1807  0.092
H -8.8770 0.7417 16.7928  0.099
H -10.4821 0.3917 16.6969  0.068
C -10.0358 -0.9957 11.4835  -0.046
C -10.1877 -0.8781 12.9689  -0.427
C -11.5429 -1.3588 13.5387  -0.122
O -11.6023 -1.3773 14.9799  -0.246
C -12.9466 -1.4109 15.5117  -0.038
N -9.0570 -1.4503 13.6321  0.046
H -9.1866 -0.6058 10.9223  0.097
H -10.8474 -0.4393 11.0146  0.091
H -10.1836 -2.0279 11.1662  0.091
H -10.1611 0.2010 13.1203  0.129
H -11.6762 -2.3836 13.1923  0.135
H -12.3349 -0.7560 13.0943  0.142
H -13.6584 -0.7430 15.0266  0.093
H -13.0560 -1.2468 16.5837  0.099
H -13.4779 -2.3343 15.2810  0.096
H -8.2780 -0.8630 13.3705  0.117
H -8.8343 -2.3103 13.1516  0.103
C -5.6999 -2.3533 14.6935  -0.025
C -6.6903 -3.0420 15.7040  -0.383
C -6.0326 -3.5929 16.9644  -0.157
O -7.0078 -3.8507 18.0353  -0.206
C -6.4113 -4.2310 19.2760  -0.083
N -7.6247 -2.0114 16.0847  0.017
H -6.1487 -2.3630 13.7003  0.062
H -4.8188 -2.9646 14.4983  0.080
H -5.3472 -1.3357 14.8616  0.082
H -7.1982 -3.9111 15.2860  0.135
H -5.1987 -2.9839 17.3134  0.132
H -5.5847 -4.5248 16.6192  0.128
H -7.0821 -4.4629 20.1032  0.091
H -5.7339 -3.4805 19.6836  0.089
H -5.8945 -5.1497 18.9984  0.089
H -7.0364 -1.2296 16.3350  0.107
H -7.8439 -2.3519 17.0100  0.065



> Among the records above, which one has the lowest molar mass?

C16H44MgN3O5



> The highest molar mass belongs to which entry?

C16H44AsF6N4O4Zn